A single C18H27N3O2 molecule at a distorted geometry, computed with ωB97M-V/def2-TZVPD.

The structure (SMILES) is CCCC(=O)Nc1ccc(N2CCN(C(=O)CCC)CC2)cc1. For the electronic energy, the calculation gives -1016.31520 hartree. For the lowest unoccupied orbital energy, the calculation gives 0.6 eV. The calculation puts the strongest force on any atom at 16.2 eV/Å. For the gap between HOMO and LUMO, the calculation gives 8.80 eV. For the energy above the lowest of the compared OMol25 structures with the same formula, charge and spin, the calculation gives 383.6 kcal per mole. The HOMO energy is -8.2 eV.

```
50
Properties=species:S:1:pos:R:3:forces:R:3
C 8.443942 0.141079 -0.065230 -3.5 -13.3 -3.2
C 6.867748 -0.090737 0.313110 2.2 0.0 -2.4
C 6.378879 -1.574106 0.195689 8.7 1.0 -4.6
C 5.035350 -1.730147 0.500994 2.4 3.0 -6.9
O 4.723068 -2.324352 1.389813 -4.3 -5.7 9.5
N 4.293557 -1.172328 -0.458849 -1.3 0.8 0.0
C 2.953525 -1.024491 -0.441774 2.3 -7.2 10.9
C 2.064520 -1.835739 0.689958 3.7 2.9 1.5
C 0.724737 -1.770364 0.656390 0.8 2.0 -3.6
C -0.030969 -1.078614 -0.471638 1.0 -3.9 5.3
N -1.398727 -1.252998 -0.503633 -0.8 2.1 1.4
C -2.053423 -0.689819 0.713772 -6.3 -0.1 -6.4
C -2.452386 0.779072 0.695268 -3.5 -0.6 4.0
N -3.346863 0.980339 -0.384435 9.2 -1.6 -2.6
C -4.490547 1.455686 -0.518032 -5.8 -0.5 -3.1
O -5.034013 1.404381 -1.702074 0.6 1.2 3.7
C -5.167254 1.661009 0.834815 -7.6 -8.3 -4.8
C -6.741056 2.002205 0.550456 2.2 2.2 -3.8
C -7.450578 2.293098 1.799803 -8.0 -11.3 -8.5
C -2.458411 0.607441 -1.720348 -1.4 1.7 5.6
C -2.136185 -0.744402 -1.614353 2.4 -4.6 -5.0
C 0.826522 -0.595669 -1.265580 -0.6 3.7 -8.2
C 2.230791 -0.757534 -1.355473 -5.4 6.3 -12.5
H 8.499390 -0.099445 -1.271641 0.4 0.6 3.2
H 8.744199 0.963789 0.145650 3.3 10.4 2.2
H 9.249158 -0.599908 0.581713 -2.5 1.6 -2.0
H 6.747169 0.172252 1.310983 -0.4 0.8 1.9
H 6.329493 0.642315 -0.356218 0.2 -0.9 0.8
H 7.209247 -2.191347 0.596674 -1.3 0.1 1.4
H 6.749378 -1.951570 -0.887127 -1.8 1.1 1.4
H 4.732252 -0.816970 -1.257595 0.9 0.5 -1.0
H 2.750982 -1.979191 1.656279 -2.3 -0.4 -2.3
H 0.102849 -1.925026 1.420570 -1.7 -1.7 3.3
H -1.606404 -0.952804 1.471464 5.4 -2.0 7.7
H -2.948843 -1.350398 0.852594 0.0 0.8 -0.4
H -3.036387 1.187699 1.691477 1.5 -1.8 -2.0
H -1.559551 1.283640 0.803602 1.9 2.1 -1.0
H -4.831265 2.408929 1.282695 3.3 5.9 4.7
H -5.332283 0.553870 1.372160 1.4 3.1 -0.9
H -7.274287 1.159096 -0.048879 1.2 1.6 0.9
H -6.644477 3.000546 -0.152407 -0.6 -2.5 1.3
H -8.625083 2.180594 1.607692 2.0 1.9 0.1
H -7.180786 2.922570 2.359346 3.8 8.8 8.2
H -7.574714 1.258512 2.098585 1.1 -0.3 2.1
H -3.127239 0.981392 -2.328221 -3.0 0.9 -4.3
H -1.617467 1.180593 -1.708209 2.3 2.1 0.4
H -1.512329 -1.040089 -2.670969 -1.5 0.7 2.8
H -3.004414 -1.328273 -1.727385 -1.3 -0.9 0.1
H 0.292977 -0.072633 -2.225509 1.7 -1.1 2.0
H 2.686208 -0.271159 -2.455971 -1.1 -1.5 3.2
```
Forces are in eV/Å.

***

A single C4H8N2O molecule, computed with ωB97M-V/def2-TZVPD.

The structure (SMILES) is N[C@H]1CC/C1=N\O. For the electronic energy, the calculation gives -341.88094 hartree. For the lowest unoccupied orbital energy, the calculation gives 1.1 eV. The calculation puts the strongest force on any atom at 0.7 eV/Å. For the gap between HOMO and LUMO, the calculation gives 10.50 eV. For the energy above the lowest of the compared OMol25 structures with the same formula, charge and spin, the calculation gives 77.0 kcal per mole. The HOMO energy is -9.4 eV.

```
15
Properties=species:S:1:pos:R:3:forces:R:3
N 1.068525 1.094267 -1.355635 0.0 0.2 0.0
C -0.144381 0.773356 -0.621142 -0.1 0.0 0.1
C -0.887865 -0.501337 -1.116732 -0.1 0.0 -0.2
C -0.657609 -1.193435 0.256329 0.0 -0.2 0.1
C 0.114472 0.032265 0.672386 0.2 0.2 0.3
N 0.804022 0.393929 1.670130 -0.3 0.0 -0.6
O 0.818853 -0.601727 2.643266 0.1 -0.1 0.3
H 0.833506 1.620175 -2.193035 0.1 -0.1 0.1
H 1.655131 1.694195 -0.781624 0.0 -0.1 -0.1
H -0.825618 1.627392 -0.471931 0.1 -0.1 0.0
H -0.355256 -0.978845 -1.942442 -0.1 0.1 0.1
H -1.935409 -0.351468 -1.389526 0.2 0.0 0.0
H -0.064167 -2.112417 0.237070 -0.1 0.1 0.0
H -1.559774 -1.378534 0.848635 0.1 0.0 -0.1
H 1.382463 -0.224607 3.329716 -0.1 -0.1 -0.1
```
Forces are in eV/Å.